Entry 1:
Density functional theory data (wB97M-V/def2-TZVPD) for C18H27GeN2O2Pt as an isolated structure at a distorted geometry.

Geometry as XYZ:
```
51
Properties=species:S:1:pos:R:3:forces:R:3:mulliken_charge:R:1
Pt -0.4092 0.5351 -1.4647 -0.7 2.3 1.5 1.05
C 2.2620 -2.9930 -1.4063 0.1 0.3 -0.2 -1.61
C 0.9599 -2.2815 -1.6864 0.0 -1.0 0.1 1.36
O 1.0377 -1.0764 -1.9764 0.1 0.5 0.3 -0.79
C -0.2753 -3.0342 -1.5909 -0.8 1.1 0.0 0.30
C -0.2784 -4.4274 -1.4340 -0.3 -0.5 0.2 -0.64
C -1.4465 -5.1510 -1.3120 0.5 0.0 0.0 -0.80
C -2.6808 -4.4906 -1.3125 0.3 0.2 0.0 -0.48
C -2.7291 -3.1316 -1.4584 0.2 0.5 -0.1 -0.56
C -1.5498 -2.3480 -1.6443 0.6 -2.5 0.2 0.73
O -1.6896 -1.1088 -1.8731 0.4 2.8 0.0 -0.91
H 3.0621 -2.2551 -1.3640 -0.1 -0.1 0.0 0.34
H 2.4836 -3.7000 -2.2045 0.0 -0.1 0.0 0.43
H 2.2157 -3.5361 -0.4658 0.0 -0.1 0.0 0.45
H 0.6639 -4.9533 -1.4231 0.1 -0.1 0.0 0.35
H -1.4107 -6.2230 -1.2067 0.1 -0.1 0.0 0.40
H -3.5942 -5.0546 -1.1973 -0.1 0.0 0.0 0.40
H -3.6678 -2.5987 -1.4663 -0.1 0.0 0.0 0.42
N -0.1792 0.2779 0.8108 -0.2 0.6 -1.1 -0.71
C -0.1691 0.3534 1.9687 -0.1 -0.1 -1.5 0.57
N -0.1471 0.3850 3.2487 0.0 0.0 0.6 0.06
C 0.0008 -0.8341 4.0306 0.3 -0.8 0.3 -0.77
C 1.1854 -0.6969 4.9860 -0.2 0.1 0.1 -0.55
C 0.9955 0.5346 5.8687 0.3 0.0 -0.2 -0.62
C 0.8847 1.7711 4.9791 -0.2 -0.1 0.0 -0.55
C -0.2898 1.6169 4.0124 0.2 0.7 0.3 -0.73
H 0.1403 -1.6794 3.3523 -0.1 0.1 0.0 0.47
H -0.9202 -0.9951 4.6017 0.0 0.0 -0.1 0.28
H 2.1077 -0.5877 4.4092 0.0 -0.1 0.0 0.31
H 1.2647 -1.6007 5.5903 0.0 0.0 0.0 0.33
H 1.8442 0.6397 6.5460 -0.1 0.0 0.1 0.31
H 0.0865 0.4248 6.4651 0.0 0.0 0.1 0.31
H 1.8109 1.8896 4.4111 0.0 0.1 0.0 0.30
H 0.7364 2.6685 5.5800 0.0 0.0 0.0 0.33
H -0.3423 2.4625 3.3244 -0.1 -0.1 0.0 0.42
H -1.2274 1.5666 4.5767 0.0 0.0 -0.1 0.29
C -1.5175 2.4697 -4.3779 0.4 0.2 0.7 -1.11
Ge -0.0310 3.1973 -3.2294 0.2 0.9 -1.6 0.25
C -0.0342 5.2075 -3.2262 0.0 -0.9 0.1 -1.07
C 1.7014 2.4427 -3.8479 -0.5 0.1 0.4 -1.02
C -0.4231 2.5606 -1.4268 -0.5 -4.0 -0.5 -0.24
H -1.3645 2.7804 -5.4071 0.2 0.1 -0.1 0.38
H -2.4863 2.8298 -4.0447 -0.1 0.0 0.1 0.36
H -1.5157 1.3828 -4.3323 0.0 -0.1 -0.1 0.40
H 0.1142 5.5514 -4.2455 0.0 0.0 -0.1 0.35
H 0.7715 5.5915 -2.6086 0.1 0.0 0.1 0.36
H -0.9763 5.6034 -2.8593 -0.1 0.0 0.0 0.36
H 1.9104 2.7017 -4.8829 -0.2 0.1 -0.1 0.38
H 1.6733 1.3569 -3.7603 0.0 -0.1 0.0 0.31
H 2.5200 2.8126 -3.2367 0.0 0.0 0.1 0.36
H -1.0775 3.1449 -0.7888 0.4 0.0 0.7 0.44
```
Forces are in eV/Å.

total charge = +1
energy = -85931.1020 eV
HOMO-LUMO gap (alpha / beta) = 5.113 / 4.853 eV

Entry 2:
Density functional theory data (wB97M-V/def2-TZVPD) for the molecule C26H25F9N2O4.

Geometry as XYZ:
```
66
Properties=species:S:1:pos:R:3:forces:R:3:mulliken_charge:R:1
C -2.3390 1.6221 -4.4781 0.2 -0.3 0.2 -1.21
C -1.7051 0.2932 -4.0968 -0.1 0.1 -0.5 -0.42
O -0.9660 0.4020 -2.8761 0.0 0.0 0.1 -0.22
C 0.3309 0.7422 -2.9736 -0.1 -0.1 0.2 0.17
O 0.9399 0.8370 -4.0058 0.1 0.1 -0.3 -0.62
N 0.9041 0.8676 -1.7206 0.1 -0.1 -0.3 0.29
C 0.1872 1.3580 -0.6332 -0.3 0.3 0.7 -0.32
C -0.9177 2.1967 -0.8026 0.0 0.1 0.1 -0.53
C -1.6413 2.6354 0.2839 0.2 -0.1 0.1 -1.20
C -1.2550 2.2693 1.5688 0.1 0.0 0.2 0.36
C -2.0891 2.7186 2.7306 -0.1 0.0 0.1 0.68
F -2.2332 4.0533 2.7797 0.0 0.2 -0.1 -0.30
F -1.5922 2.3421 3.9154 0.3 -0.1 0.1 -0.31
F -3.3385 2.2124 2.6698 -0.1 0.0 -0.1 -0.21
C -0.1177 1.5017 1.7579 -0.3 0.3 -0.1 -0.47
C 0.5971 1.0403 0.6667 0.1 0.2 -0.3 -0.21
C 1.8637 0.2580 0.8369 0.4 0.4 0.0 -0.09
N 1.6352 -1.1806 0.7532 0.0 0.0 0.1 0.56
C 0.4535 -1.7265 0.1138 0.0 -0.4 -0.1 -1.29
C -0.8266 -1.3970 0.8314 -0.3 -0.1 0.1 0.68
C -1.9363 -0.9639 0.1181 -0.1 -0.1 0.2 -0.97
C -3.1174 -0.6614 0.7801 -0.1 -0.1 0.0 0.11
C -4.2889 -0.1782 -0.0316 0.0 0.1 -0.2 1.00
F -4.1665 1.1187 -0.3735 0.1 0.2 0.0 -0.22
F -5.4576 -0.2979 0.6011 -0.1 -0.1 0.3 -0.31
F -4.4070 -0.8473 -1.1921 0.1 -0.2 -0.1 -0.29
C -3.2156 -0.7708 2.1593 0.1 -0.1 -0.1 -1.16
C -2.1024 -1.2066 2.8628 0.0 0.0 0.1 0.34
C -2.1524 -1.3554 4.3606 0.1 -0.2 0.1 0.94
F -1.0479 -0.8617 4.9446 0.2 0.1 0.0 -0.26
F -3.1971 -0.7427 4.9200 -0.3 0.2 -0.1 -0.29
F -2.2220 -2.6478 4.7304 0.0 -0.2 -0.1 -0.29
C -0.9219 -1.5312 2.2102 -0.2 0.0 -0.1 -1.10
C 2.5176 -2.0572 1.3051 0.0 0.1 -0.1 0.57
O 2.3729 -3.2560 1.2967 0.2 -0.4 0.2 -0.63
O 3.5816 -1.4316 1.8509 -0.3 0.3 -0.1 -0.33
C 4.5335 -2.2934 2.4604 0.2 -0.3 0.1 -0.76
C 2.8556 0.8015 -0.2070 -0.2 0.0 0.1 -1.74
C 2.3596 0.6482 -1.6444 0.4 0.0 -0.3 0.05
C 2.7707 -0.7187 -2.2231 0.0 0.1 -0.1 -0.23
C 4.2069 -0.6871 -2.7347 -0.2 -0.1 0.1 -1.54
H -1.5680 2.3671 -4.6628 0.0 0.1 0.0 0.32
H -2.9244 1.4948 -5.3837 -0.1 0.0 -0.1 0.45
H -2.9933 1.9700 -3.6820 -0.1 0.1 0.0 0.27
H -1.0322 -0.0532 -4.8872 -0.2 0.0 0.2 0.39
H -2.4697 -0.4604 -3.8972 0.1 0.0 0.0 0.35
H -1.2148 2.5090 -1.7890 0.0 0.0 -0.1 0.64
H -2.5034 3.2674 0.1417 -0.1 0.1 0.0 0.48
H 0.2082 1.2504 2.7559 0.0 -0.1 0.1 0.61
H 2.2805 0.4526 1.8318 -0.1 0.1 -0.2 1.07
H 0.3864 -1.3881 -0.9222 0.0 -0.1 0.0 0.40
H 0.5954 -2.8141 0.1185 -0.1 0.3 -0.1 0.82
H -1.8810 -0.8498 -0.9541 0.1 0.0 -0.1 0.52
H -4.1304 -0.5162 2.6712 0.0 0.0 0.0 0.57
H -0.0714 -1.8813 2.7758 0.1 0.0 0.1 0.52
H 4.9287 -3.0016 1.7298 0.0 0.1 0.1 0.29
H 5.3233 -1.6472 2.8344 0.0 0.0 0.0 0.27
H 4.0755 -2.8519 3.2786 0.1 0.0 -0.1 0.29
H 3.8116 0.2913 -0.1045 0.1 0.0 0.0 0.59
H 3.0086 1.8566 0.0275 0.0 0.0 0.0 0.51
H 2.8247 1.4198 -2.2736 0.0 -0.1 0.1 0.78
H 2.6758 -1.4940 -1.4639 -0.1 0.0 0.0 0.02
H 2.1208 -0.9765 -3.0581 0.0 0.0 0.0 0.50
H 4.4861 -1.6665 -3.1140 0.1 -0.1 0.0 0.43
H 4.3033 0.0335 -3.5428 0.1 0.1 -0.1 0.39
H 4.9040 -0.4169 -1.9448 0.1 0.0 0.1 0.28
```
Forces are in eV/Å.

structure (SMILES) = CCOC(=O)N1c2ccc(C(F)(F)F)cc2[C@@H](N(Cc2cc(C(F)(F)F)cc(C(F)(F)F)c2)C(=O)OC)C[C@H]1CC
energy = -62999.3427 eV
HOMO-LUMO gap = 9.214 eV
energy above the lowest of the compared OMol25 structures with the same formula, charge and spin = 0.022 eV

Entry 3:
Density functional theory data (wB97M-V/def2-TZVPD) for a 10-piece molecular cluster, C44H104N12O12 overall at a distorted geometry.

Geometry as XYZ:
```
172
Properties=species:S:1:pos:R:3:forces:R:3:mulliken_charge:R:1
C -6.0208 3.9613 1.4457 -0.3 1.4 -0.4 -2.05
C -4.5878 3.5345 1.2234 -0.1 0.6 0.6 1.67
C -3.7155 4.1999 2.3433 -1.0 0.3 -0.2 -1.54
C -4.5696 1.9998 1.3892 1.8 -0.7 -1.5 -0.40
C -5.0239 1.2303 0.1093 -0.3 -0.3 1.8 -1.97
C -4.1770 1.6624 -1.0192 -1.0 1.0 -1.6 0.33
C -4.2439 3.2017 -1.3499 1.3 -1.0 0.3 1.71
C -3.0607 3.4385 -2.3396 -0.8 0.3 0.8 -1.61
C -5.5497 3.5347 -2.0601 0.1 0.6 0.1 -1.88
N -3.9926 3.9357 -0.0971 1.1 -0.1 0.5 0.93
O -3.9024 5.3786 -0.3034 -1.5 -1.7 -0.1 -0.64
H -6.0900 5.0461 1.3652 0.1 0.2 -0.1 0.44
H -6.6891 3.5879 0.6699 -0.2 -0.4 0.3 0.31
H -6.3443 3.7522 2.4654 -0.2 -0.5 -0.2 0.42
H -4.1885 4.0699 3.3167 0.3 -1.1 0.2 0.48
H -2.6635 3.9194 2.2926 -0.1 -0.2 0.2 -0.03
H -3.7942 5.2865 2.3764 0.3 0.2 -1.0 0.50
H -3.5034 1.7735 1.3801 0.4 -0.2 0.3 -0.74
H -4.8909 1.6151 2.3571 -0.6 0.4 -0.1 0.78
H -4.8323 0.1573 0.1142 0.1 -0.3 1.0 0.63
H -6.0966 1.2456 -0.0836 -0.1 0.6 -0.2 0.50
H -4.6080 1.1048 -1.8508 0.1 0.3 -0.7 0.25
H -3.1787 1.2270 -0.9764 0.3 0.5 0.5 -0.43
H -3.3163 2.8677 -3.2323 0.2 0.4 -0.3 0.25
H -2.1024 3.0801 -1.9637 0.0 -0.2 0.2 0.15
H -2.9467 4.5138 -2.4771 -0.1 -0.1 -0.6 0.56
H -5.5633 3.0128 -3.0169 -0.4 -0.2 0.1 0.42
H -5.5981 4.6000 -2.2855 0.2 0.1 0.0 0.42
H -6.4308 3.3582 -1.4431 0.0 -0.5 -0.2 0.31
H -3.0362 5.6240 0.0298 0.7 0.2 0.5 0.35
C -0.2813 2.7469 4.4702 0.2 -0.5 1.5 -1.64
C -1.0259 1.7302 5.4508 -0.6 2.0 -0.4 1.60
C -1.3043 2.4038 6.8536 0.2 -0.4 0.0 -1.92
C -2.3334 1.4718 4.7561 -1.4 -1.5 -0.3 0.03
C -3.0889 0.2245 5.2101 0.3 -0.1 1.5 -1.22
C -2.1920 -1.0285 5.2119 0.1 1.5 -0.9 -0.88
C -0.8194 -0.8231 5.9187 -2.2 0.3 0.2 1.37
C -1.1939 -0.8781 7.4367 1.0 -1.1 -0.1 -1.92
C 0.0850 -2.0244 5.5027 0.5 0.7 0.1 -1.98
N -0.2836 0.5167 5.4649 -2.2 -3.1 -1.0 1.75
O 0.9602 0.6674 5.9345 2.7 0.6 0.9 -0.77
H -0.8828 3.6171 4.2074 -0.2 -0.1 0.2 0.47
H 0.5980 3.0953 5.0121 0.2 0.2 -0.2 0.50
H 0.0430 2.2653 3.5477 -0.2 -0.2 0.2 0.07
H -0.4834 2.3668 7.5697 0.5 0.0 -0.5 0.37
H -1.6075 3.4480 6.7779 0.1 0.0 -0.3 0.45
H -2.0899 1.9086 7.4242 -0.3 -0.2 -0.4 0.32
H -3.0195 2.3145 4.8413 0.3 0.2 -0.2 0.51
H -2.2049 1.2036 3.7074 0.6 0.8 -0.4 -0.85
H -3.4640 0.3753 6.2224 -0.4 0.1 0.1 0.45
H -3.9404 0.0714 4.5470 -0.1 -0.1 0.1 0.43
H -2.0161 -1.1218 4.1402 0.3 -0.9 -0.1 -0.04
H -2.7531 -1.8580 5.6421 0.3 -0.2 -0.2 0.54
H -1.3172 -1.9202 7.7313 -0.1 -0.4 -0.3 0.55
H -2.1658 -0.4492 7.6808 0.4 0.6 0.0 0.27
H -0.3557 -0.6071 8.0788 -0.2 0.8 0.1 0.36
H 1.1306 -1.8189 5.7318 0.1 0.1 0.1 0.43
H 0.0525 -2.2851 4.4448 -0.2 0.5 -0.2 0.30
H -0.1549 -2.9577 6.0122 -0.4 0.2 0.3 0.42
H 1.4667 0.5977 5.1220 0.8 0.0 0.0 0.20
C 8.2734 -3.2122 -2.9492 -0.2 1.8 -0.2 -1.82
C 6.7835 -2.7777 -2.6095 -0.4 -0.5 -0.4 1.35
C 6.1994 -2.1825 -3.9471 0.5 -0.2 1.2 -1.69
C 6.0395 -4.0761 -2.1674 -1.5 1.1 0.1 -1.34
C 4.5887 -3.8551 -1.6681 0.5 1.5 0.8 -0.74
C 4.5688 -2.8202 -0.4968 -0.1 -1.0 -0.2 -0.31
C 5.3850 -1.5466 -0.7322 0.9 -0.1 -1.0 1.57
C 4.5122 -0.6336 -1.5908 0.3 0.7 1.1 -0.76
C 5.8379 -0.9468 0.6507 -1.1 -0.4 -1.3 -1.64
N 6.6032 -1.8158 -1.5198 1.6 -1.2 0.8 0.39
O 7.5814 -0.7951 -1.4342 -0.2 -0.7 0.1 -0.48
H 8.6223 -2.4708 -3.6680 0.0 0.0 -0.4 0.44
H 9.0709 -3.0975 -2.2150 -0.6 -0.5 0.7 0.38
H 8.3315 -4.1720 -3.4625 -0.3 -0.1 0.3 0.38
H 5.1112 -2.2169 -3.8951 0.1 -0.2 -0.5 0.28
H 6.4924 -1.1326 -3.9374 0.0 0.1 -0.3 0.33
H 6.6502 -2.6480 -4.8236 -0.4 -0.1 -0.1 0.51
H 5.8719 -4.6960 -3.0481 1.0 -0.6 0.2 0.51
H 6.5950 -4.4358 -1.3013 0.2 -0.8 -0.5 0.35
H 3.9474 -3.4759 -2.4638 0.1 0.2 -0.3 0.31
H 4.0828 -4.7628 -1.3390 0.4 -0.3 0.1 0.31
H 4.8677 -3.2647 0.4524 0.4 -0.4 -0.1 0.48
H 3.5229 -2.5683 -0.3212 -0.1 0.4 0.0 -0.41
H 5.1027 0.2521 -1.8249 -0.2 0.3 -0.1 0.45
H 3.6791 -0.3625 -0.9423 -0.4 0.3 -0.6 -0.15
H 4.2316 -1.0983 -2.5361 -0.3 0.0 0.4 0.00
H 4.9555 -1.1329 1.2629 0.1 0.4 0.5 0.24
H 6.0551 0.1190 0.5806 0.0 -0.1 0.1 0.30
H 6.7019 -1.4924 1.0300 -0.1 0.0 -0.1 0.42
H 7.2960 -0.0330 -1.9435 -0.4 0.3 -0.4 0.35
C -2.2861 -1.9666 -7.3166 0.6 -1.2 -1.5 -2.29
C -2.2759 -0.7391 -6.4796 -0.3 1.1 1.1 1.69
C -3.0979 0.3256 -7.2579 0.5 -0.2 0.8 -1.77
C -2.9161 -1.1716 -5.1509 -0.9 -0.2 0.9 -1.67
C -2.6891 -0.3688 -3.8729 -1.6 1.0 -1.0 -0.27
C -1.2663 -0.0120 -3.6922 0.2 -0.1 -0.2 -0.44
C -0.5299 0.4531 -4.9635 -0.8 1.4 0.1 2.06
C -0.9073 1.9216 -5.3256 0.0 0.3 -0.1 -1.58
C 0.9540 0.4027 -4.6296 0.3 0.0 -1.1 -2.44
N -0.9043 -0.3669 -6.1268 -2.4 -2.0 3.8 0.62
O -0.1363 -0.2991 -7.1796 2.8 0.9 -3.2 -0.54
H -1.6597 -2.7318 -6.8580 -0.2 -0.3 0.0 0.43
H -3.2777 -2.3435 -7.5667 -0.3 -0.1 0.8 0.40
H -1.9231 -1.8336 -8.3357 0.5 0.5 0.0 0.47
H -3.2721 1.1683 -6.5889 -0.4 0.1 -0.3 0.30
H -2.5763 0.6830 -8.1457 0.2 -0.1 0.1 0.38
H -4.0086 -0.1715 -7.5921 -0.2 0.4 0.1 0.46
H -3.9918 -1.2523 -5.3074 -0.1 -0.2 -0.1 0.56
H -2.5388 -2.1606 -4.8906 0.0 -0.3 -0.4 0.32
H -3.3024 0.5323 -3.8799 0.0 0.5 -0.6 -0.20
H -3.1375 -0.7989 -2.9774 0.4 -0.9 0.0 0.76
H -0.7632 -0.9025 -3.3152 0.4 0.1 0.3 -0.19
H -1.2883 0.8092 -2.9757 0.8 0.0 0.3 0.30
H -1.9562 2.1343 -5.1190 -0.1 -0.2 -0.2 0.02
H -0.7076 2.0588 -6.3883 -0.2 -0.1 -0.1 0.40
H -0.3675 2.7513 -4.8691 0.3 -0.3 0.6 0.39
H 1.1732 0.8808 -3.6749 -0.2 0.0 0.0 0.33
H 1.4788 0.9425 -5.4178 0.3 0.0 0.1 0.54
H 1.3608 -0.6084 -4.6176 -0.2 -0.2 0.1 0.51
H 0.3463 -1.1289 -7.1928 0.3 0.0 -0.3 0.33
N 3.0300 -2.2712 3.4169 -1.3 -4.8 -3.2 0.20
C 3.3874 -1.1844 3.9561 -1.2 2.0 -0.2 0.31
N 4.1149 -1.4152 5.0142 2.5 0.8 2.9 -0.37
O 2.9133 -0.1346 3.5226 1.0 1.7 0.8 -0.72
H 3.2533 -3.1639 3.8332 -0.2 0.2 -0.4 0.26
H 2.4504 -2.2426 2.5903 -0.2 -0.2 0.4 -0.47
H 4.6733 -0.6805 5.4247 -0.2 -0.2 0.1 0.31
H 4.4165 -2.3745 5.1086 0.4 0.6 0.4 0.11
N -0.7413 -3.9447 -1.9529 5.1 -0.5 0.9 -0.17
C -2.0078 -3.6265 -1.8479 -0.3 1.8 2.2 0.72
N -2.6360 -4.2179 -2.8004 -3.3 -1.9 -3.5 -0.37
O -2.4721 -2.9216 -0.9694 -0.4 0.3 0.4 -0.64
H -0.1018 -3.7895 -1.1867 -0.1 0.3 -0.1 -0.11
H -0.2809 -4.2557 -2.7963 -0.5 0.2 0.1 0.20
H -2.0906 -4.9275 -3.2684 -1.0 0.1 -0.3 0.14
H -3.6200 -4.0741 -2.9769 0.3 -0.1 0.0 0.27
N 1.5854 1.3749 1.8431 -4.7 -1.9 0.5 -0.05
C 2.2231 2.3267 1.2612 0.6 0.3 -1.6 0.90
N 3.4269 2.2596 1.7297 3.8 1.6 0.4 -0.29
O 1.8797 3.0394 0.3296 -0.9 1.3 -0.8 -0.91
H 0.5925 1.3696 1.6584 0.0 -0.4 0.3 -0.87
H 2.0837 0.7525 2.4631 -0.9 -0.4 0.1 1.39
H 4.0797 2.8825 1.2759 0.6 -0.4 0.8 0.26
H 3.4427 1.6383 2.5259 1.9 0.6 0.1 0.12
N 0.7214 5.8825 1.1303 3.6 3.0 1.3 -0.44
C -0.4895 5.6309 0.7752 -1.2 -2.5 0.6 0.90
N -0.6221 4.3754 0.4126 -1.6 -2.2 -1.6 0.11
O -1.3941 6.3935 1.0131 -2.3 1.8 -0.4 -0.74
H 0.6485 6.7780 1.5917 1.5 0.0 0.1 0.21
H 1.5442 5.3133 0.9925 -0.3 0.2 0.0 0.24
H 0.1933 3.7796 0.4270 -0.1 -0.4 -0.3 0.22
H -1.5580 4.0285 0.2584 0.1 -0.2 -0.1 -0.58
O 1.4761 -4.4755 -0.1046 -0.8 -1.1 1.4 -0.41
C 0.7338 -5.3186 0.8884 0.9 -0.3 -0.8 -0.62
C 0.9663 -4.7405 2.2452 -0.4 1.6 0.0 -0.59
O 0.7831 -3.3390 2.2032 -0.5 0.3 -0.1 0.14
H 1.6697 -5.0199 -0.8713 0.1 -0.1 0.0 0.26
H -0.3118 -5.4122 0.5954 -0.1 0.4 0.1 0.32
H 1.1366 -6.3267 0.9867 0.2 -0.2 -0.7 0.48
H 2.0002 -4.8745 2.5631 0.0 -0.8 0.2 0.34
H 0.2069 -5.0783 2.9505 0.4 -0.6 0.1 0.34
H 1.1160 -3.0762 1.3419 0.0 0.6 -0.4 -0.26
O 1.2348 -0.9536 0.3149 1.2 -0.4 0.7 0.08
C -0.1200 -1.0498 0.0205 -0.7 0.4 -0.1 0.21
C -1.0558 -0.1562 0.8831 -0.1 -1.3 1.1 -0.71
O -0.9019 1.2132 0.7131 -0.3 1.3 -1.5 0.22
H 1.4563 -0.0227 0.3920 0.3 0.3 0.2 -0.20
H -0.1855 -0.7514 -1.0258 -0.8 0.1 -0.3 -0.23
H -0.3454 -2.1153 0.0637 -0.6 0.3 0.3 0.09
H -0.9073 -0.1135 1.9621 0.6 -1.6 0.3 0.22
H -2.0902 -0.4911 0.8061 -0.2 0.0 -0.6 0.53
H -1.2428 1.4726 -0.1460 0.0 0.3 -0.2 -0.48
```
Forces are in eV/Å.

structure (SMILES) = CC1(C)CCCC(C)(C)N1O.CC1(C)CCCC(C)(C)N1O.CC1(C)CCCC(C)(C)N1O.CC1(C)CCCC(C)(C)N1O.NC(N)=O.NC(N)=O.NC(N)=O.NC(N)=O.OCCO.OCCO
energy = -89759.9433 eV
HOMO-LUMO gap = 7.505 eV
energy above the lowest of the compared OMol25 structures with the same formula, charge and spin = 4.311 eV

no.,molar mass (g/mol)
1,571.114
2,600.478
3,993.388